Computed, not measured: 14 unconnected molecules or ions with the total composition C78H160N8O30 in a non-equilibrium geometry, with wB97M-V/def2-TZVPD.

Values from the calculation:
Calculated total energy = -5762.52673 Ha
HOMO energy = -7.96 eV
Relative energy (zero: lowest compared OMol25 entry of this formula, charge and spin) = 274.8 kcal/mol

Atoms and positions in Å:
C -7.19 -0.60 -5.11
H -11.85 7.72 -4.00
C -2.50 0.13 3.58
H -0.32 -9.19 1.40
H 6.11 -11.36 -7.06
H 3.45 6.69 12.81
O 9.55 -11.73 -6.97
C -11.24 -1.23 10.78
H 0.26 -11.58 2.78
H -1.54 -8.44 2.37
C 0.85 6.25 12.84
C 0.14 0.08 1.91
C 1.23 -6.59 -5.09
H -6.84 -3.70 1.05
H -7.80 -5.03 0.48
H 0.66 -6.36 5.68
H -7.68 1.51 -5.34
H 0.86 -0.01 2.73
H 1.00 -11.23 4.29
H 5.81 12.44 -5.55
O 11.33 0.47 -3.01
H 4.10 5.10 12.70
H 3.33 7.20 -1.99
C 4.40 9.20 -3.69
C -11.96 9.44 -2.65
H 3.61 4.36 -9.10
H 4.79 2.42 -8.05
C -9.71 0.37 10.48
H -10.61 -1.32 2.86
C 3.15 4.49 10.25
C 3.24 5.70 12.42
H 3.50 -1.58 -0.64
O 7.51 1.49 6.04
H 9.01 0.37 6.86
H 8.40 -9.06 -9.41
H -8.49 0.67 -3.97
H -12.26 -3.05 0.23
H 1.63 -10.50 2.85
C -0.93 -10.13 6.02
C -9.94 10.79 -1.89
H 3.17 9.49 -2.18
H 2.43 6.57 10.52
H -9.52 11.33 -1.04
H 7.99 -8.04 -6.62
C -11.21 8.23 -3.28
O 11.00 -1.40 -4.23
H 2.36 2.22 -9.19
H 4.16 1.31 -14.63
H -8.52 -5.55 2.81
H 2.91 -9.39 4.77
H -12.16 -0.65 2.23
C -0.97 -9.36 2.25
H 5.78 -8.12 0.42
H 9.51 -9.95 -5.88
C 4.88 1.44 -13.82
H -2.27 -9.21 4.63
H 0.79 4.60 8.87
C 4.78 10.67 -3.86
H 7.07 -5.82 -6.73
H 0.34 7.09 1.02
H -10.57 9.31 1.52
H 6.64 2.02 -11.76
H 6.88 12.79 -4.10
H 3.98 3.91 10.66
H -10.55 6.27 -2.52
O -11.76 -2.35 10.89
H -10.62 -3.97 1.72
H 2.98 4.33 -10.80
C 4.11 2.20 -12.79
H -10.11 5.71 -0.16
H -8.04 7.02 -0.69
H 1.10 1.68 10.48
H 0.48 -4.50 -2.89
C 4.26 2.68 -10.20
H 3.16 4.02 14.48
H -4.78 0.98 3.74
C 8.35 -7.91 -7.64
C -7.80 -4.77 2.58
H -8.44 7.57 -2.27
H 12.53 1.28 -1.50
H -1.93 -10.81 4.44
H 1.11 6.95 13.63
H 13.81 1.27 -4.27
H 10.99 -10.97 -5.82
H 0.57 2.43 12.90
H 4.66 4.79 -10.38
C 2.85 1.31 -12.46
H 4.62 11.15 -2.89
C -10.49 6.66 0.22
H 4.15 6.42 10.61
O 6.12 2.83 -11.70
N 3.08 9.02 -3.07
O -10.08 9.49 0.71
C -4.51 0.98 2.68
H 2.88 1.81 10.67
O 5.64 2.03 4.78
H 3.35 3.49 -14.33
H -0.57 7.91 -0.21
O 1.16 -7.73 3.15
H 6.81 -1.53 6.79
H -8.60 -4.91 5.27
H 8.02 -12.84 -6.33
O 1.30 -5.41 -5.83
O 1.61 -7.71 -5.49
C 13.55 0.70 -3.38
H 3.25 4.54 9.17
N 0.41 -8.42 4.13
H -4.20 1.98 2.40
H 7.52 12.04 -5.44
O 6.19 -0.13 5.49
H 1.56 2.67 -11.39
H -0.04 5.64 12.97
C 0.70 -10.76 3.35
O 7.92 -5.92 0.10
N -8.87 -3.21 0.71
C 8.28 -9.32 -8.36
C -1.43 -1.00 3.36
H 6.13 3.00 -9.06
H 5.15 -6.89 -0.73
H -0.85 -8.11 6.55
H 7.89 -1.21 5.43
H -0.69 -0.88 4.15
O -11.84 -0.24 10.20
H 9.26 -9.74 -8.14
C 11.75 -0.55 -3.84
O 1.38 7.61 -0.72
C 7.10 -10.91 -7.13
H -1.85 -1.96 3.65
H 9.31 -7.40 -7.58
O 7.11 -7.58 -1.08
C 7.23 -0.74 6.17
H -13.02 9.27 -2.45
H 0.81 6.67 -2.39
C 1.98 2.30 10.31
H -10.33 -4.66 0.19
C 0.22 7.17 -0.06
C -11.18 9.99 -1.40
H 4.56 8.75 -4.67
H 2.44 5.49 15.21
C -11.01 7.18 -2.15
H 2.73 3.94 -12.71
C 1.81 3.81 10.69
H -11.97 10.28 -3.34
O -3.45 -0.01 2.51
C 2.69 7.66 -2.75
C 7.07 -5.76 -7.82
C 9.91 -10.96 -5.85
H -7.72 -1.40 -4.59
H -11.53 6.67 0.54
H -9.70 1.02 11.36
C 3.60 3.64 -13.29
H 0.72 -3.41 -5.29
H 2.52 -0.33 -1.33
O 1.85 -0.95 0.49
H 4.48 4.28 -13.33
H -0.36 3.95 9.87
H -0.09 6.14 -0.21
C 1.45 -7.06 5.93
H 14.41 0.54 -2.72
C 5.23 2.38 -9.05
C 12.36 1.30 -2.58
O 0.43 3.30 12.52
C 1.11 -4.36 -4.93
H 2.59 6.96 -3.57
H -0.73 -4.89 -4.08
H -8.71 -2.23 0.90
H -11.65 11.52 0.05
H 3.23 0.88 -9.56
C 0.33 -4.98 -3.86
H 1.73 -6.94 6.97
C -7.84 -4.19 4.97
H -1.44 -0.85 1.37
C 3.22 5.90 10.86
H 5.10 8.70 -3.02
H -11.95 -2.33 2.61
C -10.20 -3.73 0.74
H -5.23 0.71 1.91
H 5.78 1.96 -14.14
H 2.26 2.35 9.26
H -9.14 10.19 -2.33
H 0.48 5.47 10.29
H 1.27 0.97 -11.12
O -7.94 -3.75 3.62
O 9.14 -6.81 -1.66
H 7.87 -5.07 -8.09
C -1.40 -9.87 4.59
H -6.85 -5.29 2.69
N 7.07 -10.04 -8.23
H 9.57 -11.41 -4.91
O 0.86 -6.33 -3.92
O -5.81 -0.56 -4.80
H 3.68 0.01 -0.03
H -1.90 1.03 3.57
H -1.75 -10.05 1.93
O -6.59 1.13 -3.63
H 6.02 -5.38 0.74
H -1.85 -10.30 6.58
O 6.17 10.76 -4.35
H -7.29 -0.73 -6.19
H 0.45 0.34 -0.34
C 6.42 1.17 5.32
N -0.71 -1.07 2.04
C 2.32 4.71 14.47
H -0.29 -11.00 6.11
C -7.58 0.76 -4.56
O 13.06 -0.47 -3.99
H -10.23 8.35 -3.73
H -11.04 -2.64 -0.98
O 7.43 -7.06 -8.41
C 8.14 -6.75 -0.93
H -7.83 -3.41 5.73
C 6.66 -6.26 0.67
C -10.22 7.62 -0.91
H -2.93 -0.09 4.56
N -10.77 8.93 -0.38
H 0.67 -6.91 3.22
H -12.83 11.60 -1.23
H 12.14 2.33 -2.87
H -8.27 8.63 -0.81
C 1.27 7.62 -2.10
H 2.19 1.43 -13.32
H 6.45 -9.26 -8.04
H 6.11 -5.34 -8.12
H 3.07 0.24 -12.43
H -0.45 0.99 1.98
H -10.13 11.57 -2.63
H 7.16 -10.35 -6.19
H 0.84 6.86 11.94
C 3.82 4.13 -10.14
H 6.92 -6.52 1.69
H -12.87 10.31 -0.05
C -11.44 -1.47 2.17
H 2.26 -6.74 5.27
H -9.84 6.90 1.06
C 1.04 -8.47 5.50
C 2.99 1.85 -10.00
H 5.70 1.42 -9.26
H 1.43 1.25 0.77
C -5.50 0.38 -3.85
H 0.31 -9.10 7.44
C -11.23 -2.72 0.09
C -0.11 -8.90 6.45
C -12.20 10.91 -0.66
H 4.14 11.12 -4.62
H 1.53 4.09 14.90
C 0.60 4.45 9.94
C 7.92 0.42 6.82
H 0.67 8.45 -2.47
C -10.92 0.62 9.63
O -11.14 -1.51 0.81
N 4.86 2.28 -11.54
H -8.83 0.53 9.86
H 2.06 -10.38 6.08
O -4.47 0.52 -3.25
H 2.10 -3.98 -4.69
C 2.06 1.72 -11.21
C 1.95 5.09 12.93
N 1.63 3.85 12.17
H -11.10 1.69 9.71
C 6.04 -7.32 -0.28
C -8.70 7.71 -1.21
C 2.93 -0.69 -0.39
C 6.59 12.08 -4.87
C 2.29 -9.40 5.67
O -9.94 -0.98 10.88
H 8.05 -12.71 -7.97
H 5.35 0.54 -13.42
H 3.00 -8.94 6.36
H -12.01 6.95 -1.77
H -6.83 -4.60 5.09
C -0.25 -9.56 3.55
H 7.50 0.37 7.83
H -10.78 0.35 8.59
C 8.14 -12.07 -7.09
C 1.00 0.26 0.60
C -7.81 -4.18 1.16